Molecular formula: C24H32AsIN4O2PtSi2
Method: DFT, ωB97M-V/def2-TZVPD

Geometry (Å):
O  3.93  0.62  3.45
H  -2.80  -2.77  -3.44
C  3.74  -0.64  3.02
C  4.38  -2.96  3.20
H  -0.60  -1.83  -5.09
H  -3.09  -4.03  -2.23
H  -0.02  -0.57  -6.18
H  -1.77  -3.57  0.74
H  -1.52  6.87  -0.41
C  0.98  3.38  1.30
C  -1.59  3.60  -1.23
C  0.00  3.96  0.47
C  2.66  -2.32  1.66
H  1.96  -1.54  -3.47
N  1.14  2.08  1.14
As  -1.09  -0.10  -1.87
Pt  0.00  1.20  -0.18
C  2.79  -0.98  2.04
H  -3.83  -2.44  -2.04
H  5.25  -1.35  4.34
C  4.53  -1.64  3.59
C  -3.70  -0.28  3.46
H  -2.07  2.87  -1.87
H  0.70  2.54  -3.34
C  1.93  0.04  1.41
C  -1.57  -0.67  4.47
H  2.19  -0.15  -2.41
H  -4.78  -0.36  3.44
H  -0.90  -2.04  1.00
H  -2.68  5.26  -1.98
H  -0.95  -1.06  5.26
H  0.02  -4.34  -1.58
H  0.19  6.00  1.15
H  0.75  2.24  -5.08
C  -0.59  -0.75  -5.26
C  -0.33  5.34  0.46
N  -1.71  0.50  2.39
H  3.30  1.20  2.97
C  3.44  -3.30  2.23
C  -2.95  -0.80  4.50
H  1.92  -2.56  0.91
C  1.89  -0.46  -3.42
C  -1.72  -2.52  0.45
I  -4.10  1.19  0.84
C  0.21  2.02  -4.16
H  -1.61  -0.43  -5.43
Si  0.19  0.18  -3.84
N  2.02  1.28  1.81
O  1.10  -0.38  0.48
H  5.00  -3.72  3.65
H  0.99  -2.87  -1.43
C  -1.27  5.82  -0.40
C  -3.01  0.37  2.44
C  -0.99  -0.01  3.40
H  -3.44  -1.32  5.31
N  -0.67  3.10  -0.40
H  1.56  3.94  2.03
C  0.10  -3.30  -1.90
H  3.32  -4.34  1.93
C  -1.92  4.92  -1.28
H  2.61  -0.04  -4.12
H  -2.65  -2.03  0.75
C  -2.93  -2.96  -2.37
Si  -1.45  -2.38  -1.39
H  0.25  -3.29  -2.98
H  0.08  0.12  3.33
H  -0.80  2.43  -4.26

energy above the lowest of the compared OMol25 structures with the same formula, charge and spin = 8.5 kJ/mol
multiplicity = 3
frontier orbital gap (alpha / beta) = 5.98 / 5.93 eV

Atom charges from the Löwdin analysis, given in e for atoms 1 to 5: number 1, O, carries 0.05; number 2, H, carries 0.02; number 3, C, carries -0.27; number 4, C, carries -0.09; number 5, H, carries 0.02



Molecular formula: C46H58O4V
Method: DFT, ωB97M-V/def2-TZVPD

Geometry (Å):
C  3.58  -4.63  3.04
H  -4.45  4.54  1.69
C  3.46  3.71  -4.08
C  3.54  1.62  -2.72
C  -1.69  0.34  2.64
C  2.48  0.93  -3.32
O  0.81  1.05  1.65
H  2.70  -4.97  2.48
H  -1.77  2.63  -0.82
H  1.07  -1.83  -3.47
H  -3.74  1.57  -1.19
H  0.94  3.06  1.84
H  -5.44  -3.32  -5.19
H  4.03  -5.49  3.54
H  -5.47  2.05  4.28
H  -4.79  -4.96  -3.35
C  -3.40  -1.27  -2.36
H  4.04  4.45  -4.63
C  -2.02  0.01  1.30
C  3.03  0.38  -0.67
C  5.47  3.25  -2.69
C  -0.75  -0.88  -3.01
C  -3.93  3.33  3.43
C  4.37  2.60  -3.53
C  0.71  -0.80  -3.44
C  -0.81  -0.57  3.46
H  4.42  -0.54  0.62
C  -4.70  2.74  4.62
C  3.17  -3.57  4.08
H  4.18  -1.99  2.12
C  5.04  1.87  -4.70
C  -3.49  0.60  -0.75
H  1.95  -3.52  5.88
H  6.18  2.50  -2.33
H  -1.32  -1.54  3.52
V  -0.06  -0.88  0.03
H  1.35  -4.64  4.64
C  2.25  -4.23  5.11
H  -2.04  1.58  4.31
C  -2.87  4.32  3.94
C  -1.38  0.01  -2.13
C  3.19  -1.67  2.41
H  -3.34  5.15  4.47
H  2.14  2.36  0.73
C  -2.72  -0.22  -1.76
H  -3.50  -4.79  -5.42
H  2.95  4.23  -3.26
O  -1.58  -1.14  0.75
C  2.66  -0.56  1.77
C  -1.28  2.38  -1.77
C  1.71  0.00  -2.65
C  -2.30  1.40  3.28
C  -4.93  4.10  2.56
H  -4.45  0.09  -0.62
C  -3.25  2.21  2.65
C  -4.83  -2.55  -4.71
C  -3.54  1.91  1.33
H  -5.47  -1.99  -4.03
H  2.70  3.31  -4.75
H  -0.49  3.10  -1.95
C  4.42  -3.06  4.81
H  4.30  1.40  -5.35
O  -0.65  1.10  -1.70
C  1.62  2.22  1.68
H  3.93  1.05  1.14
H  -5.17  3.54  5.20
C  -2.82  -2.12  -3.29
H  4.30  -4.23  2.33
H  4.91  -3.89  5.32
H  -2.00  2.42  -2.59
C  1.37  -0.13  2.13
C  0.62  -0.88  3.04
H  -2.30  4.72  3.10
H  -0.77  -0.17  4.48
O  1.39  -1.38  -0.71
H  6.02  3.97  -3.30
H  2.24  1.12  -4.36
H  0.72  -0.44  -4.47
H  -0.96  -2.59  -4.24
H  5.06  3.79  -1.83
C  -1.48  -1.92  -3.57
C  3.77  1.32  -1.39
C  -2.94  0.85  0.65
H  -4.26  2.50  0.79
H  -2.18  3.83  4.63
H  -4.46  -1.87  -5.47
H  -3.40  -4.61  -2.31
H  4.58  1.82  -0.86
H  5.62  2.57  -5.30
C  -3.66  -3.21  -3.96
H  5.13  -2.62  4.11
C  -4.22  -4.16  -2.88
H  2.78  -5.05  5.59
H  2.34  2.19  2.50
H  -4.43  -1.43  -2.06
C  2.00  -0.33  -1.30
H  -5.74  3.45  2.23
H  -4.03  2.19  5.29
C  2.49  -2.40  3.37
H  -5.37  4.91  3.15
C  1.19  -1.99  3.64
H  0.58  -2.55  4.33
H  4.15  -2.30  5.54
H  -2.02  -4.55  -4.47
H  -2.46  -3.40  -5.76
H  5.71  1.09  -4.33
H  -4.88  -3.64  -2.19
C  -2.85  -4.03  -4.96
C  3.55  0.10  0.73

multiplicity = 2
frontier orbital gap (alpha / beta) = 6.06 / 5.58 eV

Atom charges from the Löwdin analysis, given in e for atoms 1 to 5: number 1, C, carries -0.04; number 2, H, carries 0.08; number 3, C, carries -0.05; number 4, C, carries -0.17; number 5, C, carries -0.14



Molecular formula: C2H9NO2
Method: DFT, ωB97M-V/def2-TZVPD

Geometry (Å):
H  0.67  2.29  0.64
H  1.00  -1.34  1.77
N  0.95  -0.83  0.90
H  -1.40  1.41  0.16
O  -0.02  1.87  1.16
H  -0.92  -1.18  0.11
C  0.12  -1.22  -0.17
C  0.57  -1.38  -1.41
H  -0.17  -1.60  -2.16
H  1.92  -0.67  0.59
H  0.23  0.91  1.30
H  -2.49  1.88  -0.80
H  1.62  -1.22  -1.61
O  -2.07  1.07  -0.48

energy above the lowest of the compared OMol25 structures with the same formula, charge and spin = 21.6 kJ/mol
multiplicity = 1
SMILES = C=CN.O.O
frontier orbital gap = 9.78 eV

Atom charges from the Löwdin analysis, given in e for atoms 1 to 5: number 1, H, carries 0.05; number 2, H, carries 0.09; number 3, N, carries -0.01; number 4, H, carries -0.02; number 5, O, carries -0.09



Molecular formula: C4H7N2O2
Method: DFT, ωB97M-V/def2-TZVPD

Geometry (Å):
H  2.44  0.72  -1.14
C  -1.44  1.49  0.63
C  -0.45  0.51  0.12
N  0.74  1.04  -0.10
N  -0.72  -0.75  -0.04
H  -1.68  1.03  1.68
H  0.93  2.01  0.37
C  0.92  -2.59  -0.12
C  0.17  -1.69  -0.66
H  -0.86  2.37  0.90
H  -1.56  -1.04  0.32
O  1.90  0.30  -0.45
O  1.68  -3.40  0.21
H  0.28  -1.48  -1.72
H  -2.36  1.47  0.00

energy above the lowest of the compared OMol25 structures with the same formula, charge and spin = 310.1 kJ/mol
multiplicity = 1
net charge = +1
SMILES = C/C(NC=C=O)=[NH+]/O
frontier orbital gap = 9.75 eV

Atom charges from the Löwdin analysis, given in e for atoms 1 to 5: number 1, H, carries 0.15; number 2, C, carries 0.05; number 3, C, carries -0.34; number 4, N, carries 0.06; number 5, N, carries 0.14



Molecular formula: C4H9BO
Method: DFT, ωB97M-V/def2-TZVPD

Geometry (Å):
O  -0.54  -1.71  -0.02
H  2.67  1.34  -0.69
H  -3.01  0.94  0.49
H  -3.55  -0.60  -0.40
H  2.47  0.68  1.65
C  0.80  0.54  0.12
C  2.27  0.37  -0.51
H  0.55  1.51  0.13
H  2.03  -1.09  1.25
H  -3.51  0.76  -1.42
H  2.48  -0.54  -1.22
C  2.10  -0.02  0.90
C  -3.12  0.42  -0.44
B  -0.33  -0.41  -0.02
H  -1.33  -2.18  0.17

energy above the lowest of the compared OMol25 structures with the same formula, charge and spin = 482.5 kJ/mol
multiplicity = 1
frontier orbital gap (alpha / beta) = 7.78 / 6.97 eV

Atom charges from the Löwdin analysis, given in e for atoms 1 to 5: number 1, O, carries 0.18; number 2, H, carries 0.09; number 3, H, carries -0.08; number 4, H, carries -0.05; number 5, H, carries 0.09



Molecular formula: C19H23F3N2ORuS
Method: DFT, ωB97M-V/def2-TZVPD

Geometry (Å):
H  -4.08  -1.13  2.83
H  -2.15  1.11  2.29
C  -3.49  -0.21  -2.38
Ru  -0.03  0.09  0.00
H  0.15  4.35  -0.19
C  -0.36  2.45  -0.96
C  1.83  -2.15  -0.27
C  -1.79  0.10  2.49
H  -3.12  -0.89  -3.15
H  0.29  0.74  2.73
C  2.64  -1.48  1.79
H  -4.17  -1.98  1.33
N  1.93  -1.22  0.69
C  3.24  -3.63  0.97
C  -2.64  1.60  -0.85
F  2.05  -5.61  -0.70
H  2.69  -0.69  2.53
H  0.71  2.84  1.62
H  -4.32  0.36  -2.80
N  -3.68  -1.34  1.94
C  0.68  3.44  -0.48
H  -1.86  3.17  0.39
C  -0.12  1.55  -2.01
H  0.07  -1.01  2.46
F  3.73  -4.66  -1.69
H  3.87  -2.85  2.88
C  -2.41  0.70  -1.89
H  3.75  -4.58  1.08
C  2.51  -3.37  -0.18
H  2.30  4.65  -1.21
C  3.30  -2.68  1.98
O  -2.01  -1.13  0.46
H  -3.88  -0.81  -1.56
C  2.48  -4.45  -1.23
H  1.23  4.08  -2.49
C  -2.50  -0.84  1.56
S  0.75  -1.65  -1.53
H  2.24  3.52  1.05
C  -1.64  2.45  -0.38
C  1.71  3.80  -1.55
H  -2.03  -0.14  3.53
F  1.70  -4.17  -2.28
H  -3.63  1.64  -0.41
C  1.39  2.89  0.77
H  -0.92  0.02  -3.28
H  2.40  2.97  -1.73
C  -0.30  -0.02  2.22
H  0.83  1.58  -2.54
H  1.79  1.88  0.56
C  -1.13  0.69  -2.45

energy above the lowest of the compared OMol25 structures with the same formula, charge and spin = 227.5 kJ/mol
multiplicity = 2
net charge = +1
frontier orbital gap (alpha / beta) = 6.56 / 7.13 eV

Atom charges from the Löwdin analysis, given in e for atoms 1 to 5: number 1, H, carries 0.12; number 2, H, carries 0.11; number 3, C, carries -0.02; number 4, Ru, carries 1.00; number 5, H, carries 0.14



> The highest multiplicity belongs to which entry?

C24H32AsIN4O2PtSi2



> The highest multiplicity belongs to which entry?

C24H32AsIN4O2PtSi2



What did the third record say?
Molecular formula: C2H9NO2
Method: DFT, ωB97M-V/def2-TZVPD

Geometry (Å):
H  0.67  2.29  0.64
H  1.00  -1.34  1.77
N  0.95  -0.83  0.90
H  -1.40  1.41  0.16
O  -0.02  1.87  1.16
H  -0.92  -1.18  0.11
C  0.12  -1.22  -0.17
C  0.57  -1.38  -1.41
H  -0.17  -1.60  -2.16
H  1.92  -0.67  0.59
H  0.23  0.91  1.30
H  -2.49  1.88  -0.80
H  1.62  -1.22  -1.61
O  -2.07  1.07  -0.48

energy above the lowest of the compared OMol25 structures with the same formula, charge and spin = 21.6 kJ/mol
multiplicity = 1
SMILES = C=CN.O.O
frontier orbital gap = 9.78 eV

Atom charges from the Löwdin analysis, given in e for atoms 1 to 5: number 1, H, carries 0.05; number 2, H, carries 0.09; number 3, N, carries -0.01; number 4, H, carries -0.02; number 5, O, carries -0.09